# 1
{"formula": "C57H36BrCl4CrN6", "method": "ωB97M-V/def2-TZVPD", "species": ["Cr", "Cl", "C", "C", "C", "C", "C", "C", "C", "C", "C", "C", "C", "C", "C", "C", "C", "C", "Cl", "C", "C", "C", "N", "C", "C", "C", "C", "C", "C", "Cl", "C", "C", "C", "C", "C", "C", "N", "C", "C", "C", "C", "C", "N", "C", "C", "C", "C", "Cl", "C", "C", "C", "C", "N", "H", "H", "H", "H", "H", "H", "H", "H", "H", "H", "H", "H", "H", "H", "H", "H", "H", "H", "H", "H", "H", "H", "H", "H", "Br", "C", "C", "C", "C", "C", "C", "N", "C", "C", "C", "C", "C", "C", "N", "H", "H", "H", "H", "H", "H", "H", "H", "H", "C", "H", "H", "H"], "coordinates": [[0.078, 0.166, -0.042], [-5.795, 6.265, 3.076], [-4.801, 4.904, 2.587], [-5.261, 3.590, 2.651], [-4.372, 2.567, 2.372], [-3.062, 2.799, 2.047], [-2.659, 4.145, 1.887], [-3.502, 5.177, 2.189], [-2.161, 1.709, 1.473], [-0.762, 1.947, 2.034], [-0.512, 2.220, 3.380], [0.651, 1.494, 3.753], [1.057, 0.815, 2.636], [1.959, -0.293, 2.327], [1.739, -1.570, 2.668], [1.949, -3.633, 1.367], [1.671, -4.782, 2.315], [1.129, -4.595, 3.573], [0.932, -5.988, 4.600], [0.706, -3.398, 4.058], [0.468, -2.253, 3.135], [2.959, -0.151, 1.179], [2.142, 0.193, -0.007], [2.877, 1.002, -0.792], [2.581, 1.249, -2.140], [3.058, 2.440, -2.882], [2.062, 3.242, -3.471], [2.369, 4.462, -4.063], [3.651, 4.926, -4.044], [3.962, 6.577, -4.587], [4.643, 4.169, -3.461], [4.377, 2.934, -2.853], [1.530, 0.492, -2.706], [1.468, 0.061, -4.066], [0.262, -0.563, -4.269], [-0.452, -0.424, -3.039], [0.404, 0.119, -2.063], [-1.819, -0.241, -2.937], [-2.334, 0.554, -1.874], [-3.579, 1.202, -1.834], [-3.614, 1.937, -0.648], [-2.400, 1.714, -0.025], [-1.614, 0.947, -0.761], [-2.744, -0.799, -3.970], [-2.616, -0.359, -5.286], [-3.410, -0.893, -6.302], [-4.309, -1.883, -5.982], [-5.272, -2.605, -7.256], [-4.452, -2.329, -4.670], [-3.683, -1.786, -3.646], [4.033, 1.517, 0.005], [4.078, 0.889, 1.155], [0.263, 1.199, 1.585], [-6.276, 3.398, 2.948], [-4.745, 1.572, 2.473], [-1.627, 4.352, 1.587], [-3.132, 6.196, 2.065], [-1.172, 2.788, 3.984], [1.108, 1.478, 4.753], [2.501, -4.057, 0.536], [1.892, -5.787, 1.982], [0.362, -3.304, 5.079], [-0.233, -1.484, 3.541], [1.046, 2.928, -3.497], [1.558, 5.000, -4.497], [5.666, 4.564, -3.484], [5.137, 2.330, -2.413], [2.291, 0.253, -4.776], [-0.108, -1.008, -5.185], [-4.361, 1.191, -2.584], [-4.488, 2.474, -0.279], [-1.875, 0.367, -5.509], [-3.334, -0.574, -7.331], [-5.173, -3.116, -4.478], [-3.900, -2.065, -2.626], [4.661, 2.304, -0.335], [4.782, 1.076, 1.978], [7.501, -2.754, 1.510], [5.633, -2.431, 1.651], [4.922, -1.846, 0.721], [3.459, -1.637, 0.945], [2.764, -2.521, 2.041], [3.751, -3.028, 3.073], [5.064, -2.941, 2.918], [0.751, -2.948, 0.784], [-0.260, -2.842, 1.814], [-1.478, -1.955, 1.639], [-2.538, -2.399, 2.473], [-3.004, -1.462, 3.428], [-2.756, -0.156, 3.212], [-2.470, 0.179, 1.762], [-1.329, -0.698, 1.310], [5.367, -1.490, -0.207], [2.916, -1.880, -0.002], [3.363, -3.443, 3.999], [5.759, -3.295, 3.664], [-0.611, -3.820, 2.042], [-2.604, -3.473, 2.722], [-3.441, -1.800, 4.355], [-2.855, 0.645, 3.933], [-3.347, -0.079, 1.105], [0.324, -3.399, -0.527], [1.175, -3.350, -1.194], [-0.442, -2.713, -0.911], [-0.063, -4.424, -0.564]], "atomic_forces_ev_per_a": [[-0.446, -0.349, 0.466], [-0.121, -0.293, -0.140], [-0.137, -0.214, 0.147], [0.244, 1.311, 0.209], [-0.533, -0.105, 0.557], [0.225, 0.303, -1.073], [0.802, -1.233, 0.265], [0.050, 0.690, -0.197], [0.775, 0.598, -0.037], [-0.056, -0.116, 0.931], [0.132, -0.316, -0.650], [-0.144, 0.351, 1.151], [0.156, 0.442, -1.054], [0.408, -0.085, 0.463], [0.438, -0.203, -0.698], [-0.642, -0.170, -0.183], [-0.367, -0.083, -0.171], [0.326, -0.513, -0.487], [0.152, -0.336, 0.216], [-0.735, 0.891, 0.587], [-0.351, 0.774, -0.390], [-0.175, -0.187, 0.112], [0.707, -0.018, -0.215], [-0.205, 0.158, -0.033], [0.785, 0.112, 1.026], [-0.130, 0.175, 0.680], [1.337, 0.285, -0.506], [-0.801, -0.981, 0.262], [0.253, 0.608, 0.209], [0.131, -0.535, -0.042], [1.316, -0.199, 0.373], [-1.356, 0.598, -1.111], [-0.944, -0.477, -0.102], [0.355, 0.077, -1.069], [0.792, 0.171, 0.014], [-0.441, 0.102, 0.249], [0.665, -0.061, -0.720], [0.256, 0.010, 0.639], [-0.216, 0.032, -0.561], [-0.310, 0.156, 0.253], [-1.146, 0.186, -0.823], [0.329, 0.128, 1.175], [0.225, -0.648, -0.439], [0.434, 0.244, 0.215], [-0.772, -0.822, -0.104], [0.253, 0.159, 0.216], [-0.101, -0.299, 0.276], [0.080, 0.083, 0.226], [-0.134, -0.159, -0.120], [-0.398, 0.490, -0.774], [-0.703, 0.232, -1.072], [-0.385, -0.634, 1.445], [-0.021, -0.376, -0.471], [-0.206, -0.114, 0.055], [-0.043, -0.663, -0.112], [-0.434, -0.095, 0.006], [-0.335, -0.214, 0.216], [-0.275, 0.381, 0.660], [-0.242, -0.102, -0.652], [0.282, 0.029, -0.195], [0.026, 0.000, 0.069], [0.065, -0.133, 0.056], [0.621, -0.693, 0.075], [-0.631, -0.346, 0.160], [-0.276, 0.599, -0.263], [-0.382, -0.199, 0.147], [0.569, -0.120, 0.115], [-0.704, -0.268, 0.378], [0.097, 0.079, 0.223], [0.167, -0.210, 0.018], [0.508, -0.015, -0.060], [0.354, 0.630, -0.192], [0.131, 0.145, -0.022], [0.021, 0.093, 0.130], [0.352, -0.107, 0.127], [0.447, 0.377, -0.101], [-0.333, -0.298, -0.476], [0.130, 0.112, -0.267], [0.460, -0.701, 1.302], [-0.390, 0.593, -0.586], [-1.273, -0.327, -0.525], [0.653, 0.794, -0.003], [-0.357, 0.096, 0.221], [0.251, 0.064, -0.686], [0.514, 0.115, -0.048], [0.492, 1.018, -0.275], [-0.433, -0.755, 1.070], [0.331, -1.013, -0.329], [-0.041, 0.392, -0.047], [-0.285, 0.813, -0.921], [-0.277, -0.047, 0.437], [0.138, 0.827, -0.769], [-0.102, -0.061, 0.201], [0.603, 0.010, 0.639], [0.024, 0.128, -0.153], [-0.036, 0.007, 0.110], [-0.532, -0.858, 0.340], [0.149, 0.674, -0.219], [0.065, -0.172, 0.224], [-0.050, -0.163, 0.050], [0.407, -0.082, 0.564], [-0.147, 0.078, 0.255], [0.198, 0.071, -0.255], [0.055, -0.201, 0.077], [-0.182, -0.124, 0.115]], "mulliken_spin": [3.0010, 0.0000, 0.0001, 0.0012, 0.0002, -0.0019, -0.0006, 0.0004, -0.0669, 0.0182, 0.0002, -0.0024, 0.0043, 0.0239, 0.0699, 0.0229, 0.5680, -0.0594, -0.0053, 0.5046, -0.0278, -0.0159, -0.0074, 0.0466, -0.0246, 0.0019, 0.0083, -0.0024, 0.0006, 0.0000, -0.0007, -0.0046, 0.0365, -0.0007, 0.0108, 0.0143, 0.0095, 0.0320, 0.0075, 0.0218, -0.0025, 0.0610, -0.1589, 0.0058, 0.0063, -0.0010, 0.0000, 0.0001, -0.0011, 0.0032, -0.0080, -0.0083, -0.0558, 0.0000, -0.0007, 0.0007, 0.0001, 0.0017, 0.0021, -0.0656, -0.0381, -0.0321, -0.0878, 0.0020, 0.0002, 0.0002, 0.0003, -0.0001, -0.0002, 0.0014, 0.0006, 0.0011, 0.0000, 0.0000, -0.0002, -0.0003, 0.0006, -0.0001, -0.0047, 0.0093, 0.0218, 0.0945, -0.0732, 0.0356, -0.0633, 0.1084, 0.0652, 0.0670, -0.0123, 0.0146, 0.0358, -0.1692, 0.0003, 0.0127, 0.0075, 0.0025, -0.0317, -0.0027, -0.0024, 0.0018, 0.0001, 0.0771, 0.0094, -0.0004, -0.0146], "mol_weight_g_mol": 1078.7, "homo_energy_ev": [-4.185, -4.225], "energy_ha": -7981.4467, "s2": 6.08, "charge": -1, "multiplicity": 5}

# 2
{"formula": "C34H33N5O13", "method": "ωB97M-V/def2-TZVPD", "species": ["C", "C", "C", "C", "C", "C", "N", "O", "O", "H", "H", "H", "H", "H", "C", "C", "C", "C", "C", "C", "N", "O", "O", "H", "H", "H", "H", "H", "C", "C", "C", "C", "C", "C", "N", "O", "O", "H", "H", "H", "H", "H", "C", "C", "C", "C", "C", "C", "N", "O", "O", "H", "H", "H", "H", "H", "C", "C", "C", "C", "C", "C", "N", "O", "O", "H", "H", "H", "H", "H", "C", "C", "O", "C", "O", "O", "C", "H", "H", "H", "H", "H", "H", "H", "H"], "coordinates": [[1.877, 1.693, 2.121], [2.211, 1.419, 0.738], [1.727, 0.326, 0.090], [0.704, -0.439, 0.706], [0.273, -0.048, 2.022], [0.864, 0.961, 2.746], [0.042, -1.568, 0.003], [-0.805, -2.266, 0.606], [0.366, -1.874, -1.165], [2.534, 2.381, 2.633], [3.103, 1.871, 0.329], [1.983, 0.105, -0.936], [-0.580, -0.597, 2.394], [0.660, 1.183, 3.784], [0.765, -1.525, -5.303], [1.601, -0.897, -6.203], [2.891, -0.634, -5.714], [3.293, -0.958, -4.393], [2.395, -1.646, -3.604], [1.127, -1.931, -4.045], [4.740, -0.733, -3.966], [5.397, -0.149, -4.772], [5.048, -1.301, -2.954], [-0.222, -1.810, -5.637], [1.249, -0.637, -7.190], [3.429, -0.204, -6.545], [2.653, -1.996, -2.615], [0.516, -2.475, -3.340], [4.416, 4.596, 2.180], [5.143, 4.447, 3.377], [5.031, 5.462, 4.342], [4.171, 6.534, 4.086], [3.492, 6.703, 2.897], [3.625, 5.732, 1.930], [4.022, 7.627, 5.095], [3.592, 8.709, 4.692], [4.292, 7.378, 6.296], [4.536, 3.790, 1.471], [5.705, 3.532, 3.496], [5.577, 5.338, 5.265], [2.972, 7.640, 2.759], [3.295, 5.733, 0.902], [-0.536, -2.858, 3.837], [-1.817, -2.391, 3.641], [-2.270, -1.488, 4.591], [-1.441, -1.114, 5.666], [-0.195, -1.729, 5.843], [0.216, -2.689, 4.911], [-1.892, -0.038, 6.711], [-3.013, 0.314, 6.713], [-1.130, 0.264, 7.655], [-0.131, -3.498, 3.068], [-2.461, -2.719, 2.839], [-3.179, -0.906, 4.551], [0.516, -1.616, 6.649], [1.161, -3.177, 5.097], [-2.921, -2.920, -4.491], [-3.943, -3.800, -4.873], [-4.135, -5.046, -4.264], [-3.374, -5.305, -3.020], [-2.464, -4.320, -2.676], [-2.352, -3.058, -3.197], [-3.550, -6.517, -2.226], [-2.746, -6.970, -1.446], [-4.533, -7.175, -2.350], [-2.819, -1.938, -4.928], [-4.581, -3.582, -5.717], [-4.919, -5.709, -4.600], [-1.821, -4.454, -1.818], [-1.783, -2.273, -2.721], [-3.216, 1.414, -4.060], [-4.006, 0.702, -2.931], [-3.936, 1.294, -1.701], [-3.017, 0.962, -0.776], [-2.228, 0.010, -0.898], [-3.347, 1.758, 0.259], [-2.686, 1.547, 1.471], [-2.671, 0.711, -4.690], [-2.627, 2.288, -3.783], [-4.020, 1.948, -4.566], [-3.526, -0.267, -2.798], [-5.042, 0.414, -3.108], [-2.424, 0.521, 1.731], [-3.176, 1.977, 2.345], [-1.678, 1.962, 1.482]], "atomic_forces_ev_per_a": [[0.406, -0.941, -2.109], [0.926, 0.154, 2.771], [-2.210, -1.305, -0.606], [0.131, 1.674, 1.338], [-0.640, -1.772, -1.997], [1.408, 0.832, -0.643], [-1.047, -2.397, -0.681], [1.651, 1.942, -0.494], [0.015, 1.442, 2.157], [-0.394, 0.318, 0.221], [-0.200, 0.514, -0.178], [0.300, -0.154, 0.002], [0.150, -0.084, 0.306], [-0.449, -0.222, 0.006], [-1.838, -0.761, -0.787], [0.736, -0.327, 2.231], [-0.422, 0.381, -1.031], [-0.279, 0.189, -1.771], [0.854, 0.095, 0.981], [0.531, 0.120, 0.302], [-3.415, -1.418, -1.246], [1.505, 0.797, 0.057], [1.094, 0.330, 0.817], [-0.301, 0.073, -0.076], [0.330, 0.039, -0.031], [1.294, 0.287, 0.829], [0.334, 0.147, 0.048], [-0.404, 0.041, -0.462], [0.508, 0.227, 1.258], [-1.302, 1.020, -0.650], [-0.226, -0.736, -0.231], [0.741, -0.044, 0.657], [0.125, 0.357, -0.225], [1.121, -1.668, -0.529], [-0.159, 0.393, 1.751], [0.628, -1.354, 0.570], [-0.376, 0.371, -2.745], [-0.214, 0.179, -0.407], [0.279, 0.207, 0.368], [-0.145, 0.413, 0.159], [-0.213, -0.144, -0.148], [-0.760, 0.758, 0.155], [-0.664, -2.604, -3.390], [-0.561, 0.973, 1.188], [0.100, 1.398, 1.038], [1.162, 0.196, 0.511], [-0.252, -0.300, 0.270], [0.850, 1.869, 2.544], [2.713, -1.729, 1.949], [-2.561, 0.722, -1.264], [-0.022, -0.744, -2.176], [-0.094, -0.266, -0.226], [0.264, 0.152, -0.209], [-0.460, -0.420, -0.292], [-0.562, 0.748, 0.429], [0.024, -0.086, -0.362], [-1.143, 1.151, 2.486], [0.745, -1.262, -0.417], [0.855, 0.329, 2.910], [-0.594, 1.635, -3.462], [0.462, -0.784, 2.860], [-0.445, -0.562, -3.291], [0.657, -1.696, 0.768], [2.798, 1.904, 0.581], [-3.530, 0.116, -2.057], [-0.072, -0.050, -0.589], [0.187, 0.106, -0.233], [0.066, -0.104, 0.097], [-0.234, -0.524, 0.472], [0.269, -0.152, -0.025], [-2.031, 0.837, 0.238], [2.124, -2.577, -0.899], [-0.019, 1.931, 1.850], [-0.436, -2.220, -1.044], [-1.406, 2.917, 1.015], [0.557, -0.704, -0.281], [2.066, -0.326, 1.565], [-0.137, 0.268, -0.002], [0.521, -0.576, 0.682], [0.174, -0.259, -1.065], [0.083, -0.357, -0.177], [-0.087, 0.815, -0.407], [-0.825, -0.484, -0.505], [-0.641, 0.143, -0.598], [0.031, 0.606, -0.422]], "lowdin_charge": [-0.0279, -0.0584, -0.0095, -0.0873, -0.0177, -0.0646, -0.2808, 0.0469, 0.0296, 0.0877, 0.0961, 0.1114, 0.0766, 0.1119, -0.0879, -0.0600, -0.0030, -0.1022, -0.0313, -0.0741, -0.3713, 0.0960, 0.0875, 0.0929, 0.1091, 0.1111, 0.1123, 0.0804, -0.0874, -0.0554, 0.0062, -0.1397, -0.0105, -0.0584, -0.3119, 0.0636, 0.0563, 0.0916, 0.1053, 0.1167, 0.1202, 0.1079, -0.1303, -0.0721, -0.0149, -0.0906, 0.0000, -0.0775, -0.3417, 0.0952, 0.0366, 0.1159, 0.1183, 0.1130, 0.1167, 0.1186, -0.0589, -0.0799, 0.0296, -0.0972, -0.0292, -0.0570, -0.3808, 0.0742, 0.0816, 0.0871, 0.1022, 0.1072, 0.1190, 0.0891, -0.0317, -0.2386, 0.0270, -0.4875, 0.1028, 0.0326, -0.0608, 0.0644, 0.0805, 0.0676, 0.0894, 0.1344, 0.0761, 0.1043, 0.0873], "mol_weight_g_mol": 719.7, "homo_energy_ev": -10.032, "energy_ha": -2566.7011, "charge": 0}